Entry from the Open Molecules 2025 dataset: a structure of composition C18H32Cl10Mg3O8 (ωB97M-V/def2-TZVPD).

Gap between HOMO and LUMO (eV): 6.850
Charge: +2
Multiplicity: 1

Cartesian coordinates (Å):
Mg: 1.7435 -3.2617 -1.4797
Mg: 1.5721 2.9139 -1.4993
Mg: 2.2666 -0.2269 -3.1076
C: 1.0279 -3.4464 -5.7659
C: 1.4657 -2.7845 -4.5078
O: 1.4346 -3.3752 -3.3792
O: 1.8579 -1.5852 -4.5211
H: 0.0987 -3.9988 -5.5934
H: 1.7060 -4.2141 -6.1360
H: 0.7917 -2.7360 -6.5522
C: 5.7946 -1.7491 -1.1727
C: 4.3980 -1.6530 -1.7155
O: 3.5559 -2.6031 -1.5821
O: 4.0456 -0.6329 -2.3587
H: 5.8156 -2.3472 -0.2649
H: 6.1807 -0.7610 -0.9249
H: 6.4662 -2.1219 -1.9452
C: 2.5478 3.1439 -5.6943
C: 2.3454 2.5887 -4.3223
O: 1.9131 3.2860 -3.3485
O: 2.5252 1.3542 -4.1402
H: 1.6382 3.0463 -6.2826
H: 3.4035 2.6848 -6.1819
H: 2.7968 4.2066 -5.6551
C: -0.2212 0.1956 0.0603
C: 0.8041 -0.0588 -0.9922
O: 1.3635 0.9405 -1.5525
O: 1.0621 -1.2168 -1.4118
H: -1.0649 0.7250 -0.3875
H: 0.1418 0.7591 0.9214
H: -0.6808 -0.6838 0.5133
Cl: -3.6448 -3.1482 3.7185
C: -2.2116 -3.4173 2.6637
C: -0.9625 -3.3694 3.5314
Cl: -0.7648 -4.7356 4.6441
H: -2.2629 -2.5839 1.9691
H: -2.2832 -4.3935 2.1915
H: -0.8686 -2.4439 4.0907
H: -0.1139 -3.4270 2.8384
Cl: -0.8855 3.4605 -1.5997
C: -2.6467 3.8041 -1.3193
C: -2.8584 4.4675 0.0149
Cl: -1.9865 5.9807 0.1395
H: -3.0965 2.8251 -1.4509
H: -2.9000 4.4718 -2.1383
H: -2.5436 3.8586 0.8634
H: -3.9041 4.7242 0.1849
Cl: -1.4191 4.5592 3.4784
C: -2.0920 3.0687 4.1432
C: -1.2218 2.4689 5.2119
Cl: -1.0666 3.4486 6.6444
H: -2.2180 2.3485 3.3300
H: -3.1005 3.2991 4.4863
H: -0.2270 2.3067 4.8014
H: -1.7217 1.5363 5.4795
Cl: 1.6309 -1.2977 4.6814
C: 2.9392 -1.8607 3.6184
C: 2.6769 -1.3925 2.2074
Cl: 2.7056 0.3758 2.0195
H: 2.9094 -2.9468 3.6879
H: 3.8680 -1.4986 4.0510
H: 1.7026 -1.7427 1.8681
H: 3.4441 -1.8285 1.5621
Cl: -7.5055 -0.8410 0.6640
C: -5.9548 -0.0015 0.7772
C: -4.9745 -0.8433 1.5672
Cl: -3.3452 -0.0767 1.5457
H: -6.1508 0.9576 1.2533
H: -5.5538 0.2257 -0.2112
H: -4.8905 -1.8484 1.1683
H: -5.2974 -0.8783 2.6031

=====

Entry from the Open Molecules 2025 dataset: a structure of composition C18H32ClI2NO3P (ωB97M-V/def2-TZVPD).

Gap between HOMO and LUMO (eV): 8.983
Charge: +1
Multiplicity: 1

Cartesian coordinates (Å):
C: 0.4602 3.2397 0.2464
C: 0.2246 3.7357 -1.1597
I: 1.7152 3.0916 -2.5011
C: -0.8133 4.4959 -1.4918
I: -1.0308 5.1592 -3.5016
C: -1.9201 5.0153 -0.6271
C: -2.1020 4.6923 0.8657
O: -3.4315 5.1054 1.1499
C: -4.0914 5.3875 -0.0273
O: -5.0368 6.1350 -0.0977
C: -3.3360 4.6419 -1.1255
P: -3.7808 2.8725 -0.7481
O: -5.2870 2.8870 -1.3376
Cl: -2.7065 1.8412 -2.2030
H: 0.3193 4.0212 0.9756
H: -0.1750 2.3791 0.4372
H: 1.4795 2.8965 0.3544
H: -1.8997 6.1007 -0.7014
H: -1.9219 3.6651 1.1370
H: -1.4256 5.3253 1.4296
H: -3.6110 4.9852 -2.1092
H: -5.8913 2.6801 -0.6236
C: 3.0694 -4.5593 -1.4667
C: 2.9090 -4.2828 0.0264
C: 1.4602 -4.3211 0.5165
C: 0.4278 -3.3221 0.0055
N: 0.5565 -1.8488 0.3058
C: 1.7228 -1.1715 -0.3728
C: 1.3228 -1.0905 -1.8291
C: -0.1641 -0.7410 -1.7759
C: -0.6388 -1.1724 -0.3855
C: 0.4561 -1.5003 1.7661
C: 1.6075 -1.9516 2.6736
C: 1.1584 -2.9101 3.7774
H: 2.4814 -3.8760 -2.0819
H: 4.1111 -4.4542 -1.7661
H: 2.7587 -5.5768 -1.7043
H: 3.4117 -3.3537 0.3001
H: 3.4496 -5.0568 0.5744
H: 1.4633 -4.3322 1.6047
H: 1.0526 -5.2984 0.2407
H: -0.5334 -3.5992 0.4381
H: 0.3227 -3.4065 -1.0752
H: 1.7987 -0.1762 0.0668
H: 2.6474 -1.7058 -0.1955
H: 1.4695 -2.0441 -2.3338
H: 1.9008 -0.3517 -2.3793
H: -0.7241 -1.2313 -2.5693
H: -0.3162 0.3304 -1.8967
H: -1.4748 -1.8647 -0.3928
H: -0.9099 -0.3055 0.2097
H: -0.5047 -1.8835 2.1096
H: 0.4037 -0.4137 1.7822
H: 2.0035 -1.0652 3.1704
H: 2.4398 -2.3666 2.1058
H: 0.3759 -2.4536 4.3844
H: 1.9907 -3.1501 4.4365
H: 0.7562 -3.8465 3.3893